Record 1
{
  "formula": "C27H71BFNO10S",
  "method": "ωB97M-V with the def2-TZVPD basis set",
  "species": ["S", "F", "O", "O", "O", "O", "O", "O", "O", "O", "O", "O", "N", "C", "C", "C", "C", "C", "C", "C", "C", "C", "C", "C", "C", "C", "C", "C", "C", "C", "C", "C", "C", "C", "C", "C", "C", "C", "C", "C", "B", "H", "H", "H", "H", "H", "H", "H", "H", "H", "H", "H", "H", "H", "H", "H", "H", "H", "H", "H", "H", "H", "H", "H", "H", "H", "H", "H", "H", "H", "H", "H", "H", "H", "H", "H", "H", "H", "H", "H", "H", "H", "H", "H", "H", "H", "H", "H", "H", "H", "H", "H", "H", "H", "H", "H", "H", "H", "H", "H", "H", "H", "H", "H", "H", "H", "H", "H", "H", "H", "H", "H"],
  "coordinates": [[-2.630, -1.214, 1.380], [-1.963, -2.484, 2.315], [-5.785, 2.821, 6.074], [-2.641, 0.090, 2.269], [4.929, -1.829, -1.755], [-4.160, -1.569, 1.205], [1.310, -5.129, -2.421], [-5.714, -3.149, -2.346], [-3.121, 0.348, -2.079], [3.536, 2.355, -1.111], [-3.028, 4.231, 0.731], [1.374, 5.743, 1.964], [-1.989, -1.001, -0.207], [2.419, -7.255, -2.592], [-3.484, 5.580, 0.682], [5.949, -2.798, -1.524], [-1.725, 1.809, -0.317], [3.260, 1.773, -3.427], [-1.114, -2.958, -1.551], [-5.588, -4.507, -2.758], [-6.776, -5.303, -2.242], [-0.729, -1.692, -0.524], [-4.786, 0.788, 6.878], [1.007, 0.077, 1.303], [2.027, -6.107, -1.674], [6.709, -3.047, -2.817], [3.154, 4.525, 0.902], [-2.334, 6.514, 1.026], [-4.646, 5.754, 1.647], [-4.275, -5.071, -2.239], [0.484, -0.888, -1.242], [6.874, -2.303, -0.424], [1.287, 0.202, -0.302], [3.319, 5.269, 3.295], [5.086, 3.323, -2.672], [2.394, 4.774, 2.195], [-4.691, 1.929, 5.878], [3.250, -5.462, -1.041], [-4.710, 1.415, 4.447], [3.658, 2.858, -2.439], [-2.258, 0.319, -0.847], [1.449, -0.952, 1.711], [3.619, 5.448, 0.536], [-0.899, 2.173, -1.068], [-0.822, -2.613, -2.630], [-5.644, 0.882, 4.235], [2.953, -4.630, -0.393], [2.974, 3.709, -2.531], [2.474, 4.181, 0.116], [5.363, 4.095, -1.946], [2.456, 0.030, -0.462], [-5.462, 5.067, 1.395], [-0.117, 0.186, 1.611], [5.456, -3.722, -1.203], [1.896, -4.796, -3.120], [5.794, 2.497, -2.540], [6.311, -2.116, 0.497], [3.328, 2.134, -4.458], [-4.654, 2.247, 3.738], [2.234, 1.439, -3.239], [1.307, -1.716, -1.504], [-2.295, -3.068, -1.518], [0.226, -0.421, -2.310], [1.902, 3.850, 2.516], [-3.823, 5.775, -0.341], [-5.717, -3.129, -1.375], [1.064, 1.277, -0.748], [2.960, -8.032, -2.043], [-6.825, -5.268, -1.147], [7.661, -3.033, -0.212], [-3.949, 0.092, 6.764], [-2.725, 4.049, 1.636], [-6.716, -6.350, -2.555], [5.357, -1.005, -2.040], [-6.607, 2.326, 5.921], [3.053, -6.901, -3.412], [-0.594, -3.964, -1.207], [3.903, 0.892, -3.322], [4.139, 1.599, -1.020], [1.530, -7.702, -3.049], [-2.649, 2.553, -0.396], [1.579, 0.973, 1.847], [-1.336, 1.797, 0.789], [-5.722, 0.233, 6.753], [-3.770, 2.496, 6.053], [-4.342, 5.520, 2.673], [3.936, 3.773, 1.042], [-5.585, -4.519, -3.854], [-4.140, -6.111, -2.552], [-0.261, -2.242, 0.428], [3.790, 6.218, 3.015], [-3.429, -4.481, -2.609], [-1.500, 6.369, 0.331], [3.913, -5.044, -1.807], [7.173, -2.124, -3.183], [-5.031, 6.778, 1.622], [-7.714, -4.879, -2.614], [7.491, -3.799, -2.677], [-3.777, -0.414, -1.893], [2.757, 5.456, 4.216], [-4.235, -5.028, -1.144], [4.106, 4.538, 3.507], [-2.649, 7.561, 0.982], [-3.871, 0.737, 4.260], [7.344, -1.354, -0.705], [-1.948, 6.306, 2.030], [1.803, 6.567, 1.679], [1.358, -6.476, -0.889], [6.028, -3.390, -3.604], [5.209, 3.730, -3.680], [3.815, -6.185, -0.446], [-4.783, 1.174, 7.904]],
  "atomic_forces_ev_per_a": [[-7.717, 4.064, 2.913], [-0.386, 2.243, -2.500], [-0.209, 0.269, 0.129], [1.761, -5.094, -3.322], [-0.338, 0.202, -0.024], [6.297, 0.125, 0.026], [-0.133, 0.140, -0.074], [0.031, 0.292, 0.013], [0.829, -2.188, 4.192], [0.108, -0.101, 0.047], [-0.099, 0.110, 0.065], [-0.288, 0.171, 0.008], [0.365, -1.135, 2.837], [-0.189, -0.327, -0.040], [0.116, 0.154, 0.684], [0.564, 0.419, -0.137], [-0.616, -0.361, -0.444], [-0.344, -0.001, -0.161], [-0.674, 0.594, 0.397], [0.024, -0.185, 0.657], [-0.321, -0.074, -0.172], [2.162, -3.403, -1.276], [0.184, -0.018, 0.345], [0.575, 0.409, 0.144], [0.555, 0.080, -0.431], [-0.072, -0.268, -0.228], [-0.162, -0.215, -0.114], [0.230, 0.152, -0.229], [-0.359, -0.034, -0.083], [0.300, -0.031, -0.205], [1.358, -0.165, 0.006], [-0.036, -0.086, 0.358], [0.385, 0.251, -0.481], [-0.044, -0.085, 0.388], [0.100, 0.378, 0.022], [0.547, 0.518, -0.252], [-0.476, -0.537, -0.261], [0.011, 0.110, 0.343], [0.276, 0.090, -0.156], [0.490, -0.510, -0.113], [-1.521, 3.349, -2.142], [-1.025, 2.258, -0.843], [0.058, 0.024, 0.181], [-1.508, -0.496, 1.506], [-0.449, -1.045, 1.952], [0.088, -0.057, 0.119], [0.012, -0.136, -0.050], [0.026, -0.135, 0.225], [0.160, -0.040, 0.256], [-0.095, -0.068, -0.129], [-2.620, 0.340, 0.297], [0.109, 0.132, -0.027], [2.145, -0.317, -0.684], [-0.080, 0.301, -0.044], [-0.227, -0.151, 0.313], [-0.110, -0.039, -0.106], [0.061, -0.110, -0.129], [-0.001, -0.090, 0.086], [0.067, -0.105, 0.105], [0.119, 0.100, -0.041], [-2.082, 1.498, 0.604], [2.608, 0.090, -0.031], [0.119, -0.937, 2.444], [-0.139, 0.218, -0.069], [0.095, -0.247, 0.077], [0.010, -0.027, -0.349], [0.481, -2.206, 1.397], [-0.030, 0.063, -0.098], [0.147, -0.051, -0.075], [-0.052, 0.118, -0.007], [-0.115, 0.030, 0.016], [-0.105, 0.074, -0.357], [-0.029, 0.086, 0.068], [-0.111, -0.415, 0.092], [0.414, 0.178, 0.035], [0.053, 0.039, 0.156], [-1.011, 2.253, -1.052], [0.070, 0.108, -0.024], [-0.269, 0.298, -0.091], [0.109, 0.050, 0.143], [2.195, -1.635, 0.149], [-1.165, -2.039, -1.163], [-0.620, 0.082, -2.303], [0.100, 0.014, -0.145], [-0.247, 0.108, 0.031], [0.082, 0.114, -0.081], [-0.134, 0.112, -0.113], [-0.021, 0.223, 0.153], [0.018, 0.086, 0.066], [-1.186, 1.637, -1.865], [0.021, -0.127, -0.111], [-0.184, -0.170, -0.053], [-0.147, 0.025, 0.078], [-0.102, -0.184, -0.042], [0.038, -0.050, 0.151], [0.024, -0.101, 0.051], [0.163, -0.076, -0.020], [-0.056, 0.101, -0.050], [1.414, 1.370, -0.950], [0.066, -0.101, -0.121], [-0.127, -0.066, -0.055], [-0.043, 0.106, -0.008], [0.038, -0.083, 0.036], [-0.180, 0.086, -0.055], [0.030, -0.126, -0.110], [-0.127, 0.028, -0.047], [-0.145, -0.400, 0.126], [-0.068, 0.183, -0.178], [0.080, -0.016, 0.144], [0.043, -0.056, 0.101], [-0.009, 0.085, -0.059], [0.069, -0.022, -0.149]],
  "lowdin_charge": [0.9257, -0.2187, -0.0653, -0.3455, -0.0711, -0.3526, -0.0739, -0.0630, 0.0457, -0.0967, -0.0895, -0.0639, -0.1112, -0.0646, -0.4907, -0.5067, -0.0267, -0.0510, -0.0473, -0.5002, -0.0672, -0.3542, -0.0697, -0.1183, -0.4972, -0.0603, -0.0721, -0.0641, -0.0639, -0.0682, -0.1584, -0.0607, -0.2367, -0.0676, -0.0581, -0.4986, -0.5039, -0.0648, -0.0622, -0.4912, -0.4579, 0.0960, 0.0837, 0.0839, 0.0929, 0.0870, 0.0843, 0.1427, 0.0713, 0.0793, 0.1020, 0.0807, 0.0441, 0.1122, 0.0968, 0.0784, 0.0821, 0.0843, 0.0773, 0.0734, 0.1321, 0.0744, 0.1362, 0.1346, 0.1412, 0.0891, 0.0920, 0.0809, 0.0824, 0.0825, 0.0795, 0.0998, 0.0792, 0.0782, 0.0907, 0.0815, 0.0895, 0.0738, 0.0877, 0.0817, 0.0847, 0.0888, 0.0667, 0.0800, 0.1385, 0.0814, 0.0775, 0.1396, 0.0818, 0.1508, 0.0799, 0.0578, 0.0794, 0.0660, 0.0821, 0.0790, 0.0803, 0.0828, 0.1216, 0.0797, 0.0853, 0.0794, 0.0789, 0.0594, 0.0812, 0.0823, 0.0916, 0.1410, 0.0795, 0.0825, 0.0855, 0.0780],
  "homo_lumo_gap_ev": 8.54,
  "multiplicity": 1
}

***

Record 2
{
  "formula": "C27H72N10O11",
  "method": "ωB97M-V with the def2-TZVPD basis set",
  "species": ["O", "O", "O", "O", "O", "O", "O", "O", "O", "O", "O", "N", "N", "N", "N", "N", "N", "N", "N", "N", "N", "C", "C", "C", "C", "C", "C", "C", "C", "C", "C", "C", "C", "C", "C", "C", "C", "C", "C", "C", "C", "C", "C", "C", "C", "C", "C", "C", "H", "H", "H", "H", "H", "H", "H", "H", "H", "H", "H", "H", "H", "H", "H", "H", "H", "H", "H", "H", "H", "H", "H", "H", "H", "H", "H", "H", "H", "H", "H", "H", "H", "H", "H", "H", "H", "H", "H", "H", "H", "H", "H", "H", "H", "H", "H", "H", "H", "H", "H", "H", "H", "H", "H", "H", "H", "H", "H", "H", "H", "H", "H", "H", "H", "H", "H", "H", "H", "H", "H", "H"],
  "coordinates": [[5.732, -3.623, -4.968], [0.903, -4.481, -1.576], [-2.082, 0.485, 1.598], [-1.105, -2.357, 3.855], [-3.860, 4.000, -1.938], [-5.672, -2.146, 2.099], [4.098, -0.990, 4.754], [-6.639, 1.380, -5.189], [3.166, 0.990, -0.927], [1.135, 3.949, 1.568], [1.120, 4.430, -2.693], [1.607, 2.410, -3.539], [1.874, 1.833, 3.992], [1.078, 2.721, -1.494], [-0.190, 0.147, 2.935], [-0.212, 1.662, 1.401], [-5.111, -0.651, 3.575], [-6.866, -1.864, 3.936], [5.088, -0.769, -2.655], [-1.129, -4.186, 1.411], [-3.848, 0.944, -2.493], [-2.126, -3.246, 1.785], [1.186, 3.283, -2.624], [-3.336, 5.320, -1.973], [3.566, 0.041, 3.861], [0.395, -4.988, -0.386], [3.124, 0.410, 0.366], [5.651, -2.919, -3.734], [1.824, 4.162, 2.849], [-1.464, -1.745, 5.086], [-5.713, 0.632, -4.307], [4.633, 0.628, -2.857], [-5.930, -1.535, 3.090], [1.788, -5.398, -2.287], [0.455, 5.163, 1.056], [-5.020, 1.552, -3.156], [-3.483, 1.600, -1.230], [-0.673, -3.955, 0.102], [4.426, 1.344, -1.442], [-2.122, -3.179, 3.327], [2.633, 2.955, 3.319], [4.553, -3.559, -5.716], [-7.544, 0.515, -5.936], [2.737, 0.902, 4.790], [-0.947, 0.803, 2.018], [-2.918, 3.086, -1.357], [5.461, -1.410, -3.924], [3.242, -2.119, 4.796], [4.492, -4.467, -6.316], [-3.079, -3.523, 1.335], [3.561, -2.829, 5.559], [4.529, 0.431, 3.532], [5.854, -0.824, -1.999], [1.115, 5.997, 0.820], [-1.980, -2.283, 1.297], [-3.034, -2.641, 3.585], [0.043, 4.870, 0.090], [-2.335, 5.348, -2.404], [2.441, 5.059, 2.801], [3.634, -0.549, 0.273], [-1.929, -4.077, 3.913], [1.928, 2.762, -4.429], [4.598, -1.212, -4.559], [-4.717, 2.470, -3.660], [-2.832, 0.889, -0.721], [3.719, -3.688, -5.026], [-6.091, -0.296, -3.877], [1.624, 1.880, -1.608], [1.072, 4.559, 3.531], [6.653, -3.010, -3.314], [-2.034, 3.038, -1.993], [-0.516, -0.559, 3.580], [-0.268, 5.401, 1.836], [-5.666, 1.758, -2.302], [2.349, -4.806, -3.010], [2.079, 0.277, 0.647], [-7.989, -0.205, -5.249], [-7.114, -2.843, 3.929], [4.472, 2.432, -1.491], [3.465, 3.309, 3.928], [1.166, -6.089, -2.856], [-1.465, -4.055, -0.641], [5.065, -3.325, -2.909], [1.142, -5.093, 0.401], [-3.336, 5.775, -0.982], [3.072, -0.391, 2.990], [-5.279, -0.166, 4.445], [-4.426, -0.299, 2.922], [5.324, 1.244, -3.432], [5.299, 1.176, -0.811], [4.420, -2.567, -6.149], [6.355, -0.922, -4.313], [-8.367, 1.104, -6.341], [-0.443, 1.988, 0.473], [-0.656, -1.080, 5.392], [0.587, 2.000, 1.918], [-1.667, -2.433, 5.906], [-4.994, 0.248, -5.031], [-0.492, -4.165, 2.194], [1.236, 2.191, 4.688], [-4.321, 1.665, -0.537], [-2.665, 3.482, -0.374], [-2.342, -1.099, 5.086], [3.105, 2.466, 2.467], [-0.083, -5.933, -0.640], [1.080, 3.260, -0.640], [3.264, 1.360, 5.627], [3.762, 0.955, 1.061], [-7.112, 0.093, -6.843], [2.516, -5.876, -1.632], [-4.083, 5.861, -2.555], [-3.823, -0.065, -2.531], [0.727, 0.506, 3.159], [-6.756, -1.651, 4.917], [2.227, -1.894, 5.125], [3.245, -2.665, 3.853], [-0.276, -2.945, 0.198], [3.826, 0.767, -3.576], [1.476, 1.429, -3.337], [2.166, 0.241, 5.442]],
  "atomic_forces_ev_per_a": [[0.303, 0.013, 0.927], [1.730, -0.081, -1.124], [0.646, 0.104, 1.315], [0.946, 1.419, 0.628], [0.516, -0.606, 0.329], [-0.199, -1.175, -2.980], [-0.738, -0.607, -0.593], [-0.304, -1.123, 0.940], [-0.094, -0.052, 0.392], [1.170, 1.369, 0.297], [-0.830, 7.998, -2.447], [0.537, -1.103, -2.821], [0.753, 0.581, 0.859], [-1.129, -4.464, 4.964], [-0.208, -0.844, 1.637], [2.019, 2.982, -1.560], [2.723, 3.588, 0.830], [-4.205, -2.172, 3.271], [-0.859, 0.464, -0.556], [-0.959, -1.860, 1.323], [0.238, 0.967, -1.112], [-0.409, -0.309, 0.695], [1.197, -1.450, -0.921], [-0.987, -0.478, -0.073], [1.963, -1.053, 1.985], [-1.185, 0.934, 0.354], [1.062, -0.601, -0.898], [2.034, 0.807, -0.179], [-1.053, 0.609, -1.077], [0.175, -0.031, 0.334], [0.781, 0.936, -0.207], [1.146, 0.812, 1.522], [1.758, -1.250, -0.020], [-0.925, 1.265, 0.257], [0.695, -1.629, 0.747], [-0.318, -1.217, -1.164], [-0.374, 0.279, -0.403], [1.919, -0.689, -0.594], [-0.097, -0.234, -1.964], [-1.342, 1.355, -0.205], [-0.423, -0.932, 0.233], [-0.830, -0.444, 1.170], [0.312, 1.023, 0.731], [-0.623, 0.595, -1.066], [-2.352, -3.668, -0.538], [-0.527, -1.381, -0.518], [-1.108, 0.176, 1.013], [0.182, -0.448, 0.509], [0.278, 0.607, -0.750], [-0.486, -0.325, 0.667], [0.579, 0.185, 0.034], [-0.375, 0.894, -0.311], [0.086, 0.332, 0.069], [0.376, -0.055, 0.462], [0.442, 0.759, 0.584], [-0.589, -0.665, 0.249], [-0.486, -0.010, 0.301], [0.030, 0.114, -0.168], [0.733, -0.209, -0.542], [-0.285, -0.528, 0.245], [-1.020, -0.857, -0.753], [-0.362, -0.412, 0.125], [0.193, -0.033, -0.364], [-0.171, 0.057, 0.250], [0.621, 0.637, 0.075], [-0.452, 0.116, 0.168], [-0.947, 0.214, 0.234], [-0.135, -0.294, 2.235], [-0.375, -0.750, 0.648], [0.320, -0.192, -0.062], [0.291, 0.165, -0.048], [-0.452, 0.258, -0.927], [-0.345, 0.423, -0.461], [-0.954, 0.368, -0.568], [-0.087, 0.137, 0.065], [0.175, 0.215, 0.209], [0.159, -0.375, -0.246], [-0.290, 0.055, -0.743], [-0.307, 0.240, -0.701], [-0.041, 0.156, 0.357], [0.153, -0.431, 0.199], [-0.351, 0.514, 0.266], [-1.067, -0.238, -0.617], [0.371, -0.301, -0.005], [0.237, -0.043, 0.316], [-0.488, 0.058, 0.199], [0.056, 0.075, -0.463], [0.211, 0.248, 0.216], [1.147, 0.117, 0.246], [-0.135, -0.942, 0.403], [0.037, -0.379, -0.841], [0.105, -0.231, -0.540], [0.052, 0.478, 0.384], [-0.061, 0.217, 0.414], [0.278, -0.258, 0.048], [-0.115, 0.247, -0.876], [0.273, -0.533, -0.046], [0.833, 0.188, 0.305], [1.066, -0.238, -0.868], [-0.377, 0.563, -0.220], [-0.582, 0.095, 0.034], [0.223, -0.287, 0.323], [-0.370, 0.013, -0.821], [-0.009, 0.325, -0.279], [-0.152, -0.356, 0.643], [0.312, -0.226, -0.263], [1.031, 0.686, -0.614], [-0.460, 0.475, 0.306], [0.567, -0.491, 0.322], [-0.222, -0.217, 0.160], [0.406, 0.265, -0.232], [-0.030, 0.198, 0.521], [-0.173, 0.263, -0.138], [0.152, 0.640, -0.215], [-0.314, 0.357, -0.411], [-0.206, 0.127, -0.215], [0.467, 0.371, -1.478], [-0.919, -0.833, 0.756], [0.149, 0.199, -0.720], [-0.944, -0.319, -0.767]],
  "lowdin_charge": [-0.1798, -0.2047, -0.0155, -0.2334, -0.2171, 0.0631, -0.2003, -0.2142, -0.2384, -0.2706, 0.0974, 0.1708, -0.0748, 0.1843, 0.1756, 0.1758, 0.1708, 0.1511, -0.0679, -0.1015, -0.0877, -0.1995, -0.8597, -0.1063, -0.1839, -0.2330, -0.0805, -0.2159, -0.1767, -0.1238, -0.1590, -0.1790, -0.8162, -0.0694, -0.0372, -0.1634, -0.1842, -0.2069, -0.1832, -0.1724, -0.1545, -0.1191, -0.1065, -0.1855, -0.6781, -0.1851, -0.2104, -0.1176, 0.0956, 0.1198, 0.0875, 0.1238, 0.1053, 0.0902, 0.1077, 0.1019, 0.0696, 0.0852, 0.1162, 0.0917, 0.1328, 0.1193, 0.1037, 0.1013, 0.0908, 0.0750, 0.0999, 0.0761, 0.1168, 0.1167, 0.1047, 0.0443, 0.0896, 0.1051, 0.0649, 0.0891, 0.0794, 0.1142, 0.1169, 0.1172, 0.0847, 0.1310, 0.1183, 0.1164, 0.0783, 0.1069, 0.1106, 0.1066, 0.1019, 0.1142, 0.0828, 0.1239, 0.0750, 0.0997, 0.0754, 0.0671, 0.0904, 0.1047, 0.1069, 0.1102, 0.1036, 0.1073, 0.0839, 0.0956, 0.1197, 0.0842, 0.1221, 0.0647, 0.0767, 0.0846, 0.0884, 0.0993, 0.0436, 0.1004, 0.0717, 0.0897, 0.1218, 0.0924, 0.1102, 0.1071],
  "homo_lumo_gap_ev": 8.01,
  "multiplicity": 1
}